No. 1
{
  "formula": "C11H22N6O4",
  "method": "ωB97M-V/def2-TZVPD",
  "smiles": "[H]/N=C(\\N)NCCC[C@H](N)C(=O)N[C@@H](CCC(N)=O)C(=O)O",
  "max_force_ev_per_a": 5.8,
  "homo_ev": -9.6,
  "elements": ["C", "C", "C", "C", "C", "C", "C", "C", "C", "C", "C", "H", "H", "H", "H", "H", "H", "H", "H", "H", "H", "H", "H", "H", "H", "H", "H", "H", "H", "H", "H", "H", "H", "N", "N", "N", "N", "N", "N", "O", "O", "O", "O"],
  "xyz": [[0.2264, -0.0614, 0.2326], [-0.7503, 0.3671, 1.3947], [1.4183, -0.8436, 0.6823], [2.1434, -1.5171, -0.4880], [3.6756, -1.7448, -0.5288], [4.7891, 0.3892, -0.4215], [-2.5014, 1.0414, -0.3474], [-2.2548, 2.5487, -0.4474], [-4.0334, 0.8174, -0.4168], [-4.7565, -0.5361, 0.0730], [-4.0982, -1.9046, -0.2141], [0.3426, 0.9228, -1.5065], [1.5602, 1.4065, -0.5304], [-0.4003, -0.7876, -0.1876], [0.8901, -1.4381, 1.5199], [1.8318, -0.1401, 1.3666], [1.4509, -2.3179, -0.6956], [1.9727, -0.8653, -1.2315], [3.9622, -1.9655, -1.5918], [3.7656, -2.7524, 0.0094], [3.9973, -0.5311, 1.1062], [3.9040, 1.7063, -1.3086], [6.6128, 0.5546, 0.4834], [5.5176, 1.9508, 0.4445], [-2.5641, 0.6282, 1.8375], [-1.9603, 0.4241, -1.0782], [-4.4206, 1.0768, -1.4276], [-4.5374, 1.5740, 0.2996], [-5.8561, -0.5656, -0.1802], [-4.7233, -0.5118, 1.2766], [-2.4353, -3.0271, 0.0244], [-2.4758, -1.5876, 1.0502], [-0.6283, 2.5107, 0.3145], [0.5649, 1.1749, -0.5107], [4.5396, -0.8677, 0.2186], [3.7280, 0.7999, -1.0545], [5.8542, 1.1230, 0.0050], [-2.0639, 0.6076, 0.9941], [-2.9136, -2.1771, 0.3313], [-0.4816, 0.6800, 2.5481], [-3.1029, 3.2609, -1.0464], [-4.5335, -2.6100, -1.1589], [-1.2555, 3.1875, 0.1604]],
  "atomic_forces_ev_per_a": [[0.1, 1.3, 1.8], [0.3, 1.9, 0.0], [-1.5, -0.5, 3.0], [-0.2, 0.0, 2.3], [-1.3, -3.9, 1.1], [-4.1, -0.7, 0.6], [-0.7, -1.0, 2.0], [-3.4, 3.9, -2.6], [-2.3, 0.4, 0.5], [0.9, -0.2, 3.3], [-1.5, 0.3, -4.4], [0.4, 0.9, 1.1], [-0.1, -0.6, 0.4], [-1.0, -0.6, -2.3], [1.3, -0.5, -1.4], [1.9, 0.7, 0.2], [0.7, -1.2, -0.3], [-0.7, 2.4, -2.9], [0.1, 0.8, 1.1], [0.4, 1.0, -0.8], [1.5, -1.2, -1.8], [0.4, 3.1, -1.6], [-1.6, 1.3, -0.6], [0.6, 0.7, 0.3], [-1.7, 1.0, 0.7], [-0.2, 0.5, 0.0], [0.5, -0.2, 0.7], [1.0, -0.9, -1.3], [1.5, 0.1, -0.1], [-0.3, 0.2, -2.4], [-0.5, 0.5, 0.2], [-0.6, -0.6, -0.7], [2.2, -1.2, 0.5], [-1.3, -1.2, -2.1], [0.3, 0.9, 1.4], [1.7, -1.6, 0.8], [1.6, -1.6, 0.2], [2.3, -1.3, -1.2], [1.5, -0.4, 1.3], [0.7, -1.3, -0.6], [2.4, -2.4, 1.5], [0.5, 0.9, 2.2], [-1.7, 0.0, -0.5]]
}



No. 2
{
  "formula": "C39H36Cl2I2N5O4PRuS",
  "method": "ωB97M-V/def2-TZVPD",
  "charge": 1,
  "max_force_ev_per_a": 1.1,
  "multiplicity": 2,
  "homo_ev": [-10.0, -10.1],
  "elements": ["Ru", "O", "N", "C", "C", "C", "C", "C", "C", "C", "P", "C", "C", "C", "C", "C", "C", "C", "C", "C", "C", "C", "C", "H", "H", "H", "H", "H", "H", "H", "H", "H", "H", "H", "H", "H", "H", "H", "H", "I", "C", "C", "C", "I", "C", "C", "C", "C", "N", "C", "C", "O", "H", "H", "H", "H", "C", "C", "N", "C", "C", "C", "O", "C", "C", "C", "C", "N", "C", "H", "H", "H", "H", "H", "H", "H", "H", "H", "H", "H", "H", "H", "H", "O", "S", "N", "Cl", "C", "Cl", "H", "H"],
  "xyz": [[-0.2104, 0.3538, -0.2943], [2.3423, -1.4585, -0.0033], [2.0878, -0.0987, -0.1369], [3.0719, 0.5730, 0.3102], [3.2047, 2.0329, 0.2532], [4.5259, 2.4797, 0.3609], [4.8393, 3.8241, 0.2916], [3.8228, 4.7509, 0.1295], [2.5104, 4.3214, 0.0311], [2.1713, 2.9672, 0.0843], [0.3927, 2.5578, -0.0157], [-0.2170, 3.6755, -1.3224], [0.5932, 4.0781, -2.3825], [0.0773, 4.8563, -3.4070], [-1.2565, 5.2362, -3.3865], [-2.0704, 4.8381, -2.3362], [-1.5563, 4.0605, -1.3111], [-0.3175, 3.2096, 1.5400], [0.4029, 4.0231, 2.4145], [-0.1706, 4.4586, 3.6002], [-1.4644, 4.0842, 3.9309], [-2.1864, 3.2725, 3.0678], [-1.6174, 2.8344, 1.8827], [1.7404, -1.8794, -0.6366], [3.9214, 0.0107, 0.6908], [5.3160, 1.7513, 0.4903], [5.8690, 4.1452, 0.3678], [4.0457, 5.8083, 0.0822], [1.7276, 5.0576, -0.0981], [1.6392, 3.7992, -2.4170], [0.7224, 5.1703, -4.2172], [-1.6598, 5.8473, -4.1828], [-3.1106, 5.1332, -2.3110], [-2.2063, 3.7598, -0.5013], [1.4217, 4.3106, 2.1982], [0.4003, 5.0910, 4.2670], [-1.9067, 4.4211, 4.8590], [-3.1955, 2.9675, 3.3116], [-2.2022, 2.1876, 1.2398], [-4.5608, -2.9459, 0.5772], [-3.1835, -2.0795, 1.8558], [-3.3964, -2.1922, 3.2408], [-2.5412, -1.6244, 4.1413], [-2.8917, -1.9223, 6.1738], [-1.4340, -0.8611, 3.6802], [-0.5077, -0.2278, 4.5278], [0.5344, 0.4775, 3.9885], [0.6222, 0.5931, 2.6048], [-0.2328, 0.0317, 1.7616], [-1.2512, -0.7287, 2.2844], [-2.0962, -1.3974, 1.3463], [-1.8389, -1.2917, 0.0619], [-4.2512, -2.7562, 3.5877], [-0.6236, -0.3146, 5.5995], [1.2709, 0.9700, 4.6061], [1.4170, 1.1899, 2.1823], [-1.9371, -5.0805, -5.7539], [-2.9264, -3.9597, -5.4724], [-2.3938, -2.9292, -4.5731], [-2.8947, -2.9188, -3.2039], [-2.4221, -4.1348, -2.4186], [-1.5139, -2.0630, -5.1093], [-1.1794, -2.1074, -6.2857], [-0.8577, -0.9900, -4.2710], [-0.5518, 0.1983, -4.9358], [0.2671, 1.1300, -4.3303], [0.7435, 0.8535, -3.0629], [0.4001, -0.2401, -2.3760], [-0.3805, -1.1497, -2.9861], [-2.3835, -5.8112, -6.4286], [-1.6488, -5.5966, -4.8381], [-1.0428, -4.6836, -6.2307], [-3.8298, -4.3475, -5.0003], [-3.2148, -3.4769, -6.4059], [-3.9873, -2.8956, -3.2463], [-2.5915, -1.9952, -2.7137], [-2.8688, -5.0501, -2.8076], [-2.6920, -4.0430, -1.3679], [-1.3368, -4.2377, -2.4864], [-0.9227, 0.3407, -5.9415], [0.5435, 2.0504, -4.8232], [1.4398, 1.5199, -2.5715], [-0.5895, -2.0397, -2.4029], [-3.7520, 0.7754, 0.5306], [-3.2066, 0.4135, -0.7692], [-1.8292, 0.9691, -1.0885], [-0.1530, -3.5572, 0.1077], [1.0717, -4.7935, -0.2156], [1.9441, -4.4272, -1.7162], [0.5781, -5.7508, -0.3329], [1.7850, -4.8070, 0.5998]],
  "atomic_forces_ev_per_a": [[0.8, 0.1, 0.5], [0.1, 0.1, -0.2], [-0.5, -0.6, 0.8], [-0.2, 0.1, -0.4], [0.0, 0.0, 0.2], [-0.1, 0.0, 0.0], [0.0, 0.0, 0.0], [0.0, 0.0, 0.0], [0.0, 0.0, -0.1], [0.0, 0.1, 0.0], [0.2, 0.0, -0.4], [0.0, -0.1, 0.0], [0.0, 0.0, 0.0], [0.0, 0.0, 0.0], [0.0, 0.0, 0.0], [0.0, 0.0, 0.0], [0.0, 0.0, 0.0], [0.0, 0.0, 0.0], [0.0, 0.0, 0.0], [0.0, 0.0, 0.0], [0.0, 0.0, 0.0], [0.0, 0.0, 0.0], [-0.1, 0.0, -0.1], [-0.1, -0.1, 0.1], [0.1, 0.0, -0.1], [0.0, 0.0, 0.0], [0.0, 0.0, 0.0], [0.0, 0.0, 0.0], [0.0, 0.0, 0.0], [0.0, 0.0, 0.0], [0.0, 0.0, 0.0], [0.0, 0.0, 0.0], [0.0, 0.0, 0.0], [0.0, 0.0, 0.0], [0.0, 0.0, 0.0], [0.0, 0.0, 0.0], [0.0, 0.0, 0.0], [0.0, 0.0, 0.0], [0.1, 0.0, 0.0], [0.0, 0.0, 0.0], [0.0, 0.0, 0.2], [0.0, 0.0, 0.0], [0.0, 0.0, -0.1], [0.0, 0.0, 0.0], [-0.1, 0.0, 0.1], [0.1, 0.0, -0.1], [-0.1, -0.1, 0.0], [0.0, 0.1, -0.2], [-0.1, 0.4, 0.2], [-0.1, -0.2, -0.2], [0.1, 0.1, -0.2], [0.6, -0.2, 0.0], [0.0, 0.0, 0.0], [0.0, 0.0, 0.0], [0.0, 0.0, 0.0], [0.0, 0.0, 0.0], [0.0, 0.0, 0.0], [0.0, 0.0, 0.0], [-0.1, 0.0, 0.0], [0.0, 0.0, 0.0], [0.0, 0.0, 0.0], [0.1, -0.1, 0.0], [-0.1, 0.1, 0.0], [0.1, 0.0, -0.1], [0.1, 0.0, 0.0], [0.0, -0.1, 0.1], [0.2, 0.1, -0.1], [-0.5, 0.5, -0.1], [0.1, -0.2, 0.2], [0.0, 0.0, 0.0], [0.0, 0.0, 0.0], [0.0, 0.0, 0.0], [0.0, 0.0, 0.0], [0.0, 0.0, 0.0], [0.0, 0.0, 0.0], [-0.1, -0.1, 0.0], [0.0, 0.0, 0.0], [0.0, 0.0, -0.1], [0.0, 0.0, 0.0], [0.0, 0.0, 0.0], [0.0, 0.0, 0.0], [-0.1, 0.0, 0.0], [0.0, 0.1, 0.0], [0.1, -0.4, 0.1], [0.1, 0.8, -0.5], [-0.7, -0.3, 0.3], [0.1, -0.1, 0.1], [0.0, 0.0, 0.0], [0.0, 0.0, 0.0], [0.0, 0.0, 0.0], [0.0, 0.0, 0.0]]
}



No. 3
{
  "formula": "C15H13BrFNO2",
  "method": "ωB97M-V/def2-TZVPD",
  "smiles": "Cc1ccc(C[C@](F)(OC(=O)Br)c2ccccn2)cc1",
  "max_force_ev_per_a": 1.5,
  "homo_ev": -8.8,
  "elements": ["C", "C", "C", "C", "C", "C", "C", "F", "O", "C", "O", "Br", "C", "C", "C", "C", "C", "N", "C", "C", "H", "H", "H", "H", "H", "H", "H", "H", "H", "H", "H", "H", "H"],
  "xyz": [[3.9690, -2.7512, -0.2879], [3.0563, -1.5630, -0.3566], [3.2018, -0.4622, 0.4871], [2.3094, 0.6030, 0.4160], [1.2483, 0.6087, -0.4872], [0.2794, 1.7530, -0.5347], [-0.8422, 1.6973, 0.5138], [-1.2934, 2.9628, 0.7335], [-0.2706, 1.2194, 1.7267], [-1.0078, 1.4447, 2.8127], [-2.1369, 1.2035, 2.9716], [0.0149, 2.2478, 4.2384], [-1.9884, 0.8017, 0.0619], [-3.1109, 1.3784, -0.4967], [-4.1309, 0.5559, -0.9370], [-3.9631, -0.8055, -0.7657], [-2.8052, -1.2680, -0.1757], [-1.7977, -0.5018, 0.2415], [1.1224, -0.4819, -1.3485], [2.0099, -1.5493, -1.2818], [4.3039, -3.0479, -1.2758], [3.4089, -3.5873, 0.1290], [4.8054, -2.5771, 0.3799], [4.0147, -0.4515, 1.1964], [2.4460, 1.4348, 1.0921], [0.7749, 2.7163, -0.4443], [-0.2137, 1.7365, -1.5036], [-3.1829, 2.4486, -0.5812], [-5.0241, 0.9630, -1.3795], [-4.7173, -1.5056, -1.0832], [-2.6909, -2.3323, -0.0244], [0.3247, -0.5090, -2.0770], [1.8860, -2.3817, -1.9594]],
  "atomic_forces_ev_per_a": [[-0.4, 0.0, 0.3], [-0.2, 0.3, -0.2], [-0.4, -0.2, -0.4], [0.1, -0.1, 0.0], [0.4, -0.3, 0.0], [-0.2, -0.1, -0.1], [0.3, -1.1, -0.5], [-0.2, 0.4, 0.0], [0.6, 0.8, 0.0], [0.8, 0.0, 0.4], [-1.5, -0.2, 0.0], [0.3, -0.1, -0.2], [0.4, 0.3, 0.6], [-0.2, 0.1, -0.2], [0.3, -0.1, 0.2], [-0.3, 0.1, -0.2], [0.3, -0.5, 0.2], [-0.6, 0.2, -0.3], [0.2, 0.0, 0.2], [0.0, 0.4, 0.2], [0.2, 0.0, -0.1], [0.0, -0.2, 0.0], [0.2, 0.1, -0.1], [0.1, 0.1, 0.1], [-0.1, 0.1, 0.0], [0.1, 0.1, 0.2], [-0.1, 0.2, -0.1], [0.0, 0.2, 0.0], [-0.1, 0.1, -0.1], [-0.1, -0.1, 0.0], [0.1, -0.1, 0.0], [-0.1, 0.0, 0.0], [0.0, -0.1, -0.1]]
}



No. 4
{
  "formula": "C24H25CoN2O2P",
  "method": "ωB97M-V/def2-TZVPD",
  "charge": 2,
  "max_force_ev_per_a": 0.6,
  "multiplicity": 2,
  "homo_ev": [-14.8, -14.8],
  "elements": ["Co", "O", "N", "C", "C", "C", "C", "C", "C", "C", "P", "C", "C", "C", "C", "C", "C", "C", "C", "C", "C", "C", "C", "H", "H", "H", "H", "H", "H", "H", "H", "H", "H", "H", "H", "H", "H", "H", "H", "N", "C", "H", "C", "C", "C", "O", "C", "H", "H", "H", "H", "H", "H", "H", "H"],
  "xyz": [[-0.1450, -1.0899, 1.3564], [0.1547, -2.8770, 4.1185], [0.2061, -2.5122, 2.8356], [0.8151, -3.3136, 2.0348], [0.4732, -2.8239, -1.6793], [0.3982, -3.7672, -2.6883], [-0.1129, -3.4158, -3.9279], [-0.5543, -2.1224, -4.1514], [-0.4701, -1.1781, -3.1364], [0.0435, -1.5053, -1.8845], [0.2151, -0.2141, -0.6196], [-0.8087, 1.1784, -1.1056], [-2.1841, 1.1094, -0.8744], [-3.0044, 2.1521, -1.2676], [-2.4516, 3.2700, -1.8843], [-1.0851, 3.3430, -2.1119], [-0.2572, 2.2976, -1.7264], [1.9442, 0.2945, -0.6898], [2.4520, 1.0607, 0.3618], [3.7684, 1.4879, 0.3397], [4.5856, 1.1486, -0.7320], [4.0864, 0.3879, -1.7792], [2.7668, -0.0425, -1.7628], [-0.2975, -2.1690, 4.6006], [1.2954, -4.2408, 2.3406], [0.7381, -4.7815, -2.5101], [-0.1710, -4.1592, -4.7108], [-0.9620, -1.8435, -5.1130], [-0.8055, -0.1655, -3.3202], [-2.6153, 0.2308, -0.4042], [-4.0716, 2.0968, -1.0998], [-3.0924, 4.0862, -2.1899], [-0.6612, 4.2136, -2.5936], [0.8091, 2.3563, -1.9042], [1.8104, 1.3464, 1.1883], [4.1577, 2.0867, 1.1518], [5.6143, 1.4823, -0.7508], [4.7232, 0.1322, -2.6152], [2.3846, -0.6268, -2.5899], [0.8995, -3.2759, -0.3903], [0.6369, -2.6856, 0.7299], [1.2960, -4.2120, -0.3359], [-1.3261, 2.0571, 3.8862], [-2.6987, 1.4350, 3.6197], [-2.3802, 0.1861, 2.8055], [-1.0405, 0.4028, 2.2598], [-0.5706, 1.7387, 2.6166], [-0.8403, 1.5925, 4.7453], [-1.3825, 3.1283, 4.0662], [-3.3215, 2.1148, 3.0398], [-3.2323, 1.1910, 4.5352], [-3.0677, 0.0384, 1.9728], [-2.3495, -0.7251, 3.4067], [-0.8233, 2.4152, 1.7976], [0.5086, 1.6857, 2.7399]],
  "atomic_forces_ev_per_a": [[0.1, 0.1, -0.2], [0.1, 0.0, 0.0], [0.0, 0.0, 0.2], [0.1, 0.0, 0.0], [-0.2, 0.2, -0.1], [0.2, -0.1, 0.1], [0.0, 0.1, -0.1], [0.0, -0.1, 0.0], [0.0, 0.0, 0.0], [0.0, 0.0, 0.0], [0.0, 0.0, -0.1], [0.0, 0.0, -0.1], [0.0, 0.0, 0.0], [0.0, 0.0, 0.0], [0.0, 0.0, 0.0], [0.0, 0.0, 0.0], [0.0, 0.0, 0.0], [0.0, -0.1, 0.0], [0.0, 0.0, 0.0], [0.0, 0.0, 0.0], [0.0, 0.0, 0.0], [0.0, 0.0, 0.0], [0.0, 0.0, 0.0], [0.0, 0.0, 0.0], [0.0, 0.0, 0.0], [0.0, 0.0, 0.0], [0.0, 0.0, 0.0], [0.0, 0.0, 0.0], [0.0, 0.0, 0.0], [0.0, 0.0, 0.0], [0.0, 0.0, 0.0], [0.0, 0.0, 0.0], [0.0, 0.0, 0.0], [0.0, 0.0, 0.0], [0.0, 0.0, 0.0], [0.0, 0.0, 0.0], [0.0, 0.0, 0.0], [0.0, 0.0, 0.0], [0.0, 0.0, 0.0], [-0.1, -0.1, 0.5], [-0.1, 0.0, -0.1], [0.0, 0.0, -0.4], [0.0, 0.0, 0.0], [0.0, 0.0, 0.0], [0.0, 0.0, 0.0], [0.0, -0.1, 0.2], [0.0, 0.0, -0.1], [0.0, 0.0, 0.0], [0.0, 0.0, 0.0], [0.0, 0.0, 0.0], [0.0, 0.0, 0.0], [0.0, 0.0, 0.0], [0.0, 0.0, 0.0], [0.0, 0.0, 0.0], [0.0, 0.0, 0.0]]
}